Density functional theory data (wB97M-V/def2-TZVPD) for a single C3H5N3 molecule at a distorted geometry.

Last columns: bonded neighbours and bond lengths (Å).
CARTESIAN COORDINATES (ANGSTROEM)
1 C -2.09 -0.11 0.12  N6 1.465, H7 1.098, H8 1.098, H9 1.082
2 C 0.11 -0.30 0.38  C3 1.327, N6 1.208
3 C 1.06 0.39 -0.25  C2 1.327, N4 1.421, H10 1.087
4 N 2.36 -0.18 -0.19  C3 1.421, N5 1.220, H11 1.038
5 N 2.62 -1.18 0.45  N4 1.220
6 N -0.94 -0.61 0.88  C1 1.465, C2 1.208
7 H -1.96 -0.18 -0.97  C1 1.098
8 H -2.09 0.96 0.39  C1 1.098
9 H -3.00 -0.57 0.47  C1 1.082
10 H 0.86 1.39 -0.61  C3 1.087
11 H 3.07 0.40 -0.69  N4 1.038

Properties
Electronic energy ... -7657.06639 eV
Highest occupied orbital energy ... -8.0278 eV
Relative energy (zero: lowest compared OMol25 entry of this formula, charge and spin) ... 124.3 kcal/mol
Gap between HOMO and LUMO ... 0.2945 hartree
Multiplicity ... 1